A cluster of 2 separate species, C3H5FINO in total, computed with wB97M-V/def2-TZVPD.

```
! RIJCOSX wB97M-V def2-TZVPD def2/J DEFGRID3
* xyz 0 3
C 0.691 1.211 -0.283
C -1.372 0.215 0.463
C 1.920 1.669 -0.271
N -0.411 0.747 -0.469
O 3.187 -1.598 0.457
F 1.186 -2.027 -0.991
I 3.607 0.098 -0.177
H 1.745 -1.996 -0.209
H -0.743 -0.467 1.002
H -2.142 -0.231 -0.092
H -1.595 1.097 1.118
H 2.324 2.602 -0.609
*
```

Computed properties:
- orbital gap (spin up / spin down) (eV) = 6.749 / 5.586
- <S²> = 2.029
- electronic energy (a.u.) = -644.6097


A structure of composition C6H12NO6S2, computed with wB97M-V/def2-TZVPD.

```
! RIJCOSX wB97M-V def2-TZVPD def2/J DEFGRID3
* xyz -1 1
C -1.447 1.163 -0.501
C -1.929 -1.255 -0.425
C -0.629 -0.206 -2.357
C -0.558 0.420 2.467
C 2.952 0.168 -0.316
C -0.834 -0.261 -0.838
N 0.368 -0.390 -0.036
O -2.546 1.431 -0.925
O -0.674 1.802 0.222
O -0.518 -2.116 1.724
O 1.659 -1.001 1.907
O 1.279 1.721 -1.254
O 1.774 1.785 1.191
S 0.285 -0.872 1.527
S 1.362 1.038 0.003
H -1.791 -2.214 -0.871
H -2.774 -0.940 -0.905
H -2.170 -1.127 0.604
H -0.252 -1.242 -2.808
H 0.120 0.490 -2.559
H -1.573 -0.043 -2.694
H -0.590 0.018 3.591
H 0.216 1.253 2.338
H -1.489 0.417 2.103
H 3.645 0.903 -0.219
H 3.088 -0.702 0.337
H 3.026 -0.240 -1.308
*
```

Computed properties:
- orbital gap (eV) = 8.691
- energy relative to the best compared isomer or geometry (same formula, charge and spin) (eV) = 0.457
- electronic energy (a.u.) = -1538.3554


A structure of composition C18H21N5O2Re, computed with wB97M-V/def2-TZVPD.

```
! RIJCOSX wB97M-V def2-TZVPD def2/J DEFGRID3
* xyz 4 4
N -0.646 -1.256 -0.878
C -1.048 -2.271 -1.293
C -1.575 -3.570 -1.616
H -0.770 -4.322 -1.629
H -2.070 -3.556 -2.597
H -2.316 -3.839 -0.845
N -1.230 2.073 -0.369
C -1.872 3.033 -0.543
C -2.772 4.141 -0.485
H -3.352 4.170 -1.406
H -2.197 5.062 -0.397
H -3.451 4.061 0.366
N 1.820 0.814 0.277
C 2.925 0.926 0.620
C 4.260 1.022 1.159
H 4.183 1.561 2.113
H 4.948 1.564 0.499
H 4.664 0.017 1.354
Re -0.559 0.546 0.566
C -0.186 1.740 2.010
O 0.094 2.492 2.865
C -2.390 0.220 1.029
O -3.530 0.086 1.280
C -0.271 0.236 -3.341
C 0.976 -0.323 -3.046
C 2.008 0.487 -2.568
C 1.789 1.854 -2.375
C 0.537 2.409 -2.649
C -0.494 1.600 -3.135
H -1.084 -0.393 -3.721
H 1.153 -1.395 -3.187
H 2.981 0.039 -2.339
H 2.590 2.496 -1.994
H 0.379 3.484 -2.503
H -1.472 2.030 -3.381
C -1.751 -2.895 1.863
C -0.552 -2.221 2.371
N 0.033 -1.073 2.015
C 1.164 -0.930 2.819
C 1.263 -2.012 3.644
N 0.183 -2.804 3.345
H -1.483 -3.908 1.522
H -2.495 -2.996 2.670
H -2.187 -2.330 1.039
H 1.842 -0.099 2.697
H 1.982 -2.249 4.415
H -0.023 -3.720 3.757
*
```

Computed properties:
- orbital gap (spin up / spin down) (eV) = 8.704 / 2.342
- <S²> = 3.777
- energy relative to the best compared isomer or geometry (same formula, charge and spin) (eV) = 0.000
- electronic energy (a.u.) = -1199.3505


A structure of composition C10H21F3ILuO3P2, computed with wB97M-V/def2-TZVPD.

```
! RIJCOSX wB97M-V def2-TZVPD def2/J DEFGRID3
* xyz 2 1
C -0.870 -1.738 -0.730
I -3.110 0.173 0.785
H -1.928 -1.896 -0.972
H -0.596 -2.514 0.005
H -0.271 -1.926 -1.634
Lu -0.241 0.184 0.391
P 0.187 -1.279 2.773
C 1.780 -1.643 3.573
C -0.724 -0.362 4.084
H -0.905 -1.014 4.952
H -0.825 -3.226 3.888
H -1.683 -0.015 3.671
H -1.669 -2.806 2.368
H 2.448 -0.786 3.423
H -0.137 0.513 4.396
C -0.686 -2.901 2.847
H 1.674 -1.823 4.652
H -0.110 -3.661 2.306
H 2.250 -2.516 3.107
P -1.083 0.573 -2.431
C 0.339 0.893 -3.530
C -2.223 -0.281 -3.573
H -2.513 2.303 -1.546
H -2.181 2.541 -3.302
H -0.928 2.951 -2.066
C -1.748 2.272 -2.331
H -3.134 -0.559 -3.028
H -2.468 0.383 -4.412
H -0.033 1.221 -4.509
H 0.913 -0.034 -3.642
H -1.735 -1.193 -3.946
H 0.976 1.662 -3.077
C 1.866 -1.116 0.364
O 2.960 -1.473 0.266
F 3.703 3.650 0.090
C 2.714 3.183 -0.695
F 1.948 4.235 -1.091
F 3.260 2.631 -1.822
C 1.840 2.083 0.004
O 2.227 1.441 0.992
O 0.717 1.870 -0.603
*
```

Computed properties:
- orbital gap (spin up / spin down) (eV) = 5.096 / 6.263
- energy relative to the best compared isomer or geometry (same formula, charge and spin) (eV) = 0.000
- electronic energy (a.u.) = -3134.3024


The ion C6H6F3N2O4S with charge -1, computed with wB97M-V/def2-TZVPD.

```
! RIJCOSX wB97M-V def2-TZVPD def2/J DEFGRID3
* xyz -1 1
C 0.966 -1.605 0.147
N 0.732 0.062 -0.350
O 0.271 0.238 -1.482
O 1.047 0.973 0.416
H 1.659 -1.757 1.010
H 1.467 -1.897 -0.799
F -1.066 -6.412 3.739
C -0.189 -5.636 3.009
F 0.787 -5.265 3.857
F 0.358 -6.441 2.066
S -1.048 -4.117 2.111
N 0.565 -3.288 1.811
C -0.218 -3.314 0.526
O -0.291 -4.220 -0.323
C -0.484 -1.913 0.080
C -0.388 -1.007 2.112
C 0.238 -2.099 2.757
O 0.534 -2.193 3.922
H -0.716 -1.798 -0.976
H -1.328 -1.313 0.426
H 0.253 -0.132 2.045
H -1.464 -0.843 2.247
*
```

Computed properties:
- orbital gap (eV) = 4.541
- energy relative to the best compared isomer or geometry (same formula, charge and spin) (eV) = 7.606
- electronic energy (a.u.) = -1340.1354


A cluster of 2 separate species, C2H6IO2P in total, computed with wB97M-V/def2-TZVPD.

```
! RIJCOSX wB97M-V def2-TZVPD def2/J DEFGRID3
* xyz 0 1
C 1.335 -1.244 1.494
C -1.588 1.879 -1.245
O 2.026 -0.184 0.881
O -1.593 0.773 -0.591
P -1.474 -0.784 -0.794
I -1.187 -1.011 -3.209
H 1.876 -1.642 2.360
H 1.246 -2.030 0.746
H 0.331 -0.940 1.815
H -1.457 1.901 -2.315
H 2.202 0.502 1.533
H -1.716 2.780 -0.674
*
```

Computed properties:
- orbital gap (spin up / spin down) (eV) = 7.905 / 7.357
- energy relative to the best compared isomer or geometry (same formula, charge and spin) (eV) = 3.712
- electronic energy (a.u.) = -869.2413


A cluster of 2 separate species, C3H10NO2 in total, computed with wB97M-V/def2-TZVPD.

```
! RIJCOSX wB97M-V def2-TZVPD def2/J DEFGRID3
* xyz 2 2
C -0.727 -0.781 -0.560
C 0.688 -0.182 -0.798
C 0.976 0.162 -2.231
O 0.117 0.473 -3.007
N -1.365 -0.188 0.697
H -0.606 -1.840 -0.345
H -1.502 -0.692 -1.314
H 1.449 -0.875 -0.424
H 0.852 0.655 -0.106
H 2.028 0.098 -2.585
H -1.823 -0.902 1.266
H -2.071 0.510 0.446
H -0.687 0.213 1.389
H 1.604 0.868 2.441
H 0.420 1.613 2.852
O 0.650 0.870 2.279
*
```

Computed properties:
- orbital gap (spin up / spin down) (eV) = 10.177 / 6.538
- <S²> = 0.758
- energy relative to the best compared isomer or geometry (same formula, charge and spin) (eV) = 0.224
- electronic energy (a.u.) = -324.7719